Entry 1:
Below is one molecule with the formula C18H17ClFNO4, with properties calculated with ωB97M-V/def2-TZVPD.

XYZ file:
```
42
Properties=species:S:1:pos:R:3
C -6.66 -0.69 0.84
C -5.82 -1.45 -0.18
O -4.97 -0.60 -0.93
C -3.85 -0.09 -0.37
C -3.15 0.83 -1.15
C -1.98 1.41 -0.70
C -1.47 1.08 0.55
C -2.16 0.15 1.32
C -3.33 -0.43 0.88
H -3.83 -1.15 1.52
H -1.75 -0.11 2.28
C -0.20 1.61 1.11
O 0.34 1.09 2.07
N 0.30 2.74 0.53
H -0.09 3.05 -0.34
C 1.65 3.19 0.81
C 2.54 2.46 -0.19
O 2.82 2.87 -1.28
O 2.88 1.27 0.30
C 3.36 0.27 -0.59
C 2.38 -0.86 -0.56
C 1.09 -0.67 -1.04
C 0.09 -1.62 -0.96
C 0.38 -2.83 -0.36
C 1.65 -3.07 0.13
C 2.64 -2.10 0.04
Cl 4.20 -2.44 0.67
H 1.89 -4.02 0.60
H -0.38 -3.58 -0.27
H -0.89 -1.39 -1.34
F 0.80 0.51 -1.63
H 3.44 0.70 -1.60
H 4.35 -0.05 -0.25
H 1.71 4.27 0.69
H 1.89 2.88 1.83
H -1.47 2.10 -1.36
H -3.55 1.07 -2.13
H -5.24 -2.25 0.31
H -6.47 -1.91 -0.93
H -6.03 -0.20 1.58
H -7.25 0.07 0.33
H -7.33 -1.37 1.35
```

The HOMO energy comes out at -8.766 eV. As for the SMILES: CCOc1ccc(C(=O)NCC(=O)OCc2c(F)cccc2Cl)cc1. Its maximum force is 0.605 eV/A. As for the LUMO energy: 0.70 eV. As for the total charge: 0. The energy comes out at -1611.922143 a.u. The calculation puts the energy above the lowest of the compared OMol25 structures with the same formula, charge and spin at 3.4 kcal/mol. The orbital gap comes out at 0.3478 hartree.

---

Entry 2:
Below is C18H17CrN2O6 as an isolated structure, with properties calculated with ωB97M-V/def2-TZVPD.

XYZ file:
```
44
Properties=species:S:1:pos:R:3
Cr 2.31 0.26 0.04
N 2.40 2.22 -1.26
C 1.88 3.26 -0.36
C 2.32 3.03 1.09
O 2.43 4.00 1.84
N 2.57 1.75 1.33
C 3.21 1.35 2.57
C 4.00 0.06 2.30
O 4.81 -0.34 3.12
O 3.72 -0.53 1.18
H 2.04 2.32 -2.20
H 3.41 2.32 -1.32
H 2.18 4.28 -0.64
H 0.78 3.22 -0.41
H 3.88 2.12 2.95
H 2.47 1.14 3.35
O 0.13 0.47 -0.45
C -0.47 -0.85 -0.60
C 0.69 -1.88 -0.88
O 0.35 -3.05 -0.80
O 1.82 -1.37 -1.17
C -1.41 -0.84 -1.80
C -1.54 0.28 -2.60
C -2.40 0.26 -3.70
C -3.12 -0.88 -4.00
C -2.99 -2.01 -3.20
C -2.13 -1.99 -2.11
C -1.16 -1.17 0.72
C -0.39 -1.60 1.80
C -0.97 -1.78 3.05
C -2.32 -1.53 3.23
C -3.09 -1.09 2.16
C -2.51 -0.91 0.91
H -0.37 0.96 0.21
H -0.97 1.16 -2.38
H -2.49 1.14 -4.32
H -3.79 -0.90 -4.85
H -3.54 -2.91 -3.43
H -2.00 -2.87 -1.49
H 0.66 -1.82 1.66
H -0.36 -2.12 3.88
H -2.78 -1.67 4.20
H -4.15 -0.89 2.30
H -3.11 -0.57 0.08
```

The HOMO energy (alpha / beta) comes out at -4.555 / -5.485 eV. Its maximum force is 0.502 eV/A. As for the LUMO energy (alpha / beta): 2.50 / 2.49 eV. Its spin multiplicity is 5. As for the total charge: -1. The energy comes out at -2301.756107 a.u. The calculation puts the energy above the lowest of the compared OMol25 structures with the same formula, charge and spin at 5.6 kcal/mol. The orbital gap (alpha / beta) comes out at 0.2594 / 0.2930 hartree.

---

Entry 3:
Below is one molecule with the formula C18H17F3N4O3, with properties calculated with ωB97M-V/def2-TZVPD.

XYZ file:
```
45
Properties=species:S:1:pos:R:3
O -5.88 -1.93 0.73
C -4.90 -1.25 0.59
O -3.67 -1.78 0.53
H -3.73 -2.75 0.52
C -4.90 0.23 0.54
C -5.95 0.91 1.16
C -5.98 2.29 1.16
C -4.97 3.00 0.54
C -3.93 2.34 -0.10
C -3.89 0.95 -0.11
C -2.82 0.25 -0.89
O -3.04 -0.33 -1.93
N -1.58 0.41 -0.37
H -1.49 0.83 0.54
C -0.41 -0.22 -0.94
C 0.72 0.79 -1.11
H 0.40 1.60 -1.77
C 1.95 0.09 -1.70
N 2.33 -1.02 -0.87
C 3.44 -1.01 -0.13
N 4.27 0.04 -0.27
C 5.38 0.02 0.43
C 5.73 -1.01 1.30
C 4.79 -2.04 1.38
N 3.68 -2.04 0.70
H 4.95 -2.89 2.03
H 6.64 -1.00 1.86
C 6.28 1.23 0.28
F 7.58 0.89 0.27
F 6.13 2.09 1.30
F 6.05 1.91 -0.84
C 1.31 -2.03 -0.69
H 1.71 -2.81 -0.05
C 0.06 -1.39 -0.07
H -0.73 -2.13 0.02
H 0.31 -1.03 0.93
H 1.06 -2.44 -1.67
H 2.79 0.78 -1.77
H 1.71 -0.29 -2.70
H 0.98 1.22 -0.14
H -0.73 -0.60 -1.92
H -3.16 2.89 -0.60
H -4.99 4.08 0.54
H -6.79 2.81 1.65
H -6.72 0.33 1.64
```

The HOMO energy comes out at -8.685 eV. As for the SMILES: O=C(O)c1ccccc1C(=O)NC1CCN(c2nccc(C(F)(F)F)n2)CC1. Its maximum force is 0.983 eV/A. As for the LUMO energy: 0.32 eV. As for the total charge: 0. The energy comes out at -1440.558645 a.u. The calculation puts the energy above the lowest of the compared OMol25 structures with the same formula, charge and spin at 0.0 kcal/mol. The orbital gap comes out at 0.3311 hartree.

---

Entry 4:
Below is one molecule with the formula C18H17N3O3S, with properties calculated with ωB97M-V/def2-TZVPD.

XYZ file:
```
42
Properties=species:S:1:pos:R:3
O -1.55 0.88 0.90
O 0.75 -3.54 2.19
N 2.05 -0.48 -0.16
N -1.50 -2.37 -2.40
O -1.32 1.75 -1.19
S 0.20 -0.39 -2.66
C -1.56 0.75 -0.32
C 1.21 -2.59 1.50
C 2.08 -0.37 1.16
C 2.73 0.84 1.75
C 2.82 0.96 3.13
C 2.26 -0.08 4.00
C 1.21 -2.73 0.03
C 1.65 -1.19 3.45
C 1.61 -1.68 -0.77
C -2.56 -3.05 -1.93
C -1.20 -1.16 -1.91
C -3.25 -2.57 -0.81
C -2.93 -1.34 -0.27
C -1.92 -0.58 -0.86
N 1.65 -1.41 2.04
C 1.44 -1.71 -2.26
C -1.93 3.96 -0.66
C 0.28 3.44 -1.70
C -0.75 2.98 -0.68
H 3.09 1.61 1.12
H 3.31 1.85 3.52
H 2.29 0.06 5.04
H 0.87 -3.66 -0.42
H 1.20 -1.95 4.12
H -2.75 -3.99 -2.38
H -4.08 -3.17 -0.42
H -3.43 -0.95 0.63
H 1.13 -2.68 -2.59
H 2.36 -1.48 -2.76
H -2.43 4.03 -1.63
H -2.68 3.58 0.11
H -1.64 4.99 -0.41
H -0.14 3.43 -2.70
H 1.10 2.72 -1.66
H 0.66 4.45 -1.50
H -0.31 2.84 0.32
```

The HOMO energy comes out at -8.269 eV. As for the SMILES: CC(C)OC(=O)c1cccnc1SCc1cc(=O)n2ccccc2n1. Its maximum force is 4.625 eV/A. As for the LUMO energy: -0.10 eV. As for the total charge: 0. The energy comes out at -1484.293806 a.u. The calculation puts the energy above the lowest of the compared OMol25 structures with the same formula, charge and spin at 56.0 kcal/mol. The orbital gap comes out at 0.3003 hartree.

---

Entry 5:
Below is one molecule with the formula C18H17N3O4S, with properties calculated with ωB97M-V/def2-TZVPD.

XYZ file:
```
43
Properties=species:S:1:pos:R:3
N -1.25 -4.61 0.46
C -0.54 -3.73 0.25
C 0.34 -2.66 0.02
C 1.64 -2.67 0.47
C 2.48 -1.57 0.23
C 3.82 -1.51 0.65
C 4.59 -0.40 0.38
C 4.02 0.71 -0.29
C 2.72 0.66 -0.74
C 1.93 -0.47 -0.50
N 0.66 -0.48 -0.94
C -0.10 -1.51 -0.70
S -1.75 -1.49 -1.30
C -1.89 0.25 -1.82
H -2.59 0.28 -2.66
C -2.33 1.14 -0.67
O -1.59 1.98 -0.21
N -3.58 0.95 -0.19
C -4.53 -0.05 -0.65
H -4.52 -0.12 -1.74
C -5.93 0.35 -0.20
O -6.06 0.42 1.20
C -4.87 0.83 1.86
H -4.30 -0.06 2.17
C -4.00 1.71 0.97
H -4.55 2.60 0.67
H -3.10 2.03 1.51
H -5.18 1.37 2.75
H -6.66 -0.39 -0.54
H -6.20 1.32 -0.65
H -4.28 -1.04 -0.24
H -0.90 0.56 -2.14
H 2.29 1.51 -1.25
O 4.74 1.85 -0.52
C 5.93 1.94 0.23
C 6.68 0.61 0.19
H 7.60 0.66 0.76
O 5.89 -0.41 0.78
H 6.90 0.35 -0.85
H 6.52 2.74 -0.22
H 5.69 2.19 1.28
H 4.26 -2.34 1.18
H 2.02 -3.53 1.02
```

The HOMO energy comes out at -8.275 eV. As for the SMILES: N#Cc1cc2cc3c(cc2nc1SCC(=O)N1CCOCC1)OCCO3. Its maximum force is 1.120 eV/A. As for the LUMO energy: -0.31 eV. As for the total charge: 0. The energy comes out at -1559.522418 a.u. The calculation puts the energy above the lowest of the compared OMol25 structures with the same formula, charge and spin at 47.7 kcal/mol. The orbital gap comes out at 0.2927 hartree.

---

Entry 6:
Below is one molecule with the formula C18H17N3O5S, with properties calculated with ωB97M-V/def2-TZVPD.

XYZ file:
```
44
Properties=species:S:1:pos:R:3
N 6.03 3.62 -1.49
C 5.10 3.11 -1.04
C 3.96 2.49 -0.49
C 4.11 1.37 0.33
C 3.00 0.75 0.88
C 1.72 1.25 0.61
C 1.58 2.37 -0.21
C 2.69 2.99 -0.76
H 2.58 3.85 -1.39
H 0.59 2.74 -0.43
N 0.56 0.69 1.14
C 0.46 -0.41 1.91
O 1.38 -1.12 2.27
C -0.94 -0.72 2.44
H -1.00 -0.30 3.45
H -1.05 -1.81 2.52
O -2.02 -0.19 1.67
C -3.08 -0.99 1.51
O -3.13 -2.12 1.91
C -4.24 -0.30 0.82
H -4.74 0.32 1.57
H -4.93 -1.07 0.50
C -3.81 0.59 -0.35
N -3.09 -0.17 -1.35
S -1.57 0.34 -1.81
O -1.54 0.52 -3.23
O -1.23 1.47 -0.98
C -0.48 -1.00 -1.36
C -0.94 -2.14 -0.73
C -0.03 -3.10 -0.33
C 1.33 -2.91 -0.55
C 1.78 -1.77 -1.20
C 0.87 -0.81 -1.61
H 1.18 0.09 -2.11
H 2.83 -1.63 -1.39
H 2.04 -3.65 -0.22
H -0.37 -3.99 0.17
H -2.00 -2.27 -0.57
H -3.63 -0.49 -2.14
H -3.13 1.36 0.00
H -4.70 1.06 -0.78
H -0.30 1.10 0.78
H 3.11 -0.11 1.51
H 5.09 0.98 0.54
```

The HOMO energy comes out at -8.864 eV. As for the SMILES: N#Cc1ccc(NC(=O)COC(=O)CCNS(=O)(=O)c2ccccc2)cc1. Its maximum force is 1.039 eV/A. As for the LUMO energy: 0.24 eV. As for the total charge: 0. The energy comes out at -1634.808069 a.u. The calculation puts the energy above the lowest of the compared OMol25 structures with the same formula, charge and spin at 41.0 kcal/mol. The orbital gap comes out at 0.3347 hartree.

---

Entry 7:
Below is C18H17N4O6Pb as an isolated structure, with properties calculated with ωB97M-V/def2-TZVPD.

XYZ file:
```
46
Properties=species:S:1:pos:R:3
Pb 0.31 -0.11 -0.07
O -2.63 -3.52 1.01
C -3.42 -2.75 1.78
C -4.56 -3.38 2.27
C -5.46 -2.72 3.08
C -5.23 -1.39 3.43
C -4.09 -0.77 2.98
C -3.17 -1.42 2.15
C -1.94 -0.67 1.78
O -0.95 -1.33 1.28
N -1.92 0.63 1.99
N -0.68 1.11 1.61
C -0.09 1.95 2.38
C 1.31 2.32 2.25
C 1.70 3.60 2.69
C 3.02 3.98 2.73
C 3.99 3.03 2.38
C 3.65 1.76 1.99
C 2.29 1.33 1.91
O 2.02 0.12 1.58
H -1.93 -3.03 0.53
H -4.72 -4.41 1.98
H -6.34 -3.24 3.44
H -5.93 -0.87 4.07
H -3.87 0.26 3.25
H -0.67 2.34 3.21
H 0.92 4.29 2.99
H 3.30 4.97 3.05
H 5.04 3.31 2.41
H 4.40 1.03 1.72
C -1.30 1.31 -4.12
C -1.30 0.69 -2.76
N -1.00 1.35 -1.69
O -0.62 2.67 -1.96
C -1.64 -0.72 -2.61
C -2.49 -1.45 -3.59
N -1.15 -1.31 -1.56
O -1.42 -2.53 -1.32
H -0.49 2.04 -4.19
H -2.24 1.83 -4.30
H -1.17 0.55 -4.88
H -0.17 2.94 -1.15
H -3.11 -0.77 -4.18
H -3.13 -2.14 -3.04
H -1.89 -2.06 -4.27
O 1.74 0.13 -1.35
```

The HOMO energy comes out at -4.862 eV. Its maximum force is 0.679 eV/A. As for the LUMO energy: 2.64 eV. As for the total charge: -1. The energy comes out at -1559.310294 a.u. The calculation puts the energy above the lowest of the compared OMol25 structures with the same formula, charge and spin at 30.4 kcal/mol. The orbital gap comes out at 0.2758 hartree.

---

Entry 8:
Below is C18H18AlCl6N3O5S2 as an isolated structure, with properties calculated with ωB97M-V/def2-TZVPD.

XYZ file:
```
53
Properties=species:S:1:pos:R:3
Al -0.75 0.35 -0.68
Cl -0.18 -4.25 4.98
C -0.28 -3.39 3.49
C 0.81 -2.66 3.02
Cl 2.27 -2.63 3.92
C 0.72 -1.97 1.82
Cl 2.08 -1.09 1.22
C -0.45 -1.98 1.06
O -0.53 -1.34 -0.11
C -1.54 -2.71 1.55
Cl -3.00 -2.71 0.64
C -1.46 -3.40 2.75
Cl -2.82 -4.29 3.31
C 1.35 2.82 3.56
C 0.13 3.28 2.76
C 0.39 4.67 2.17
C -1.10 3.34 3.69
C -0.14 2.33 1.67
C -0.38 1.55 0.78
H 1.56 3.52 4.37
H 2.23 2.76 2.92
H 1.18 1.83 3.99
H 0.61 5.38 2.96
H -0.48 5.02 1.62
H 1.24 4.64 1.48
H -0.91 4.03 4.52
H -1.31 2.35 4.10
H -1.98 3.68 3.14
S 1.50 0.85 -1.63
C 2.03 -0.61 -2.31
N 3.05 -0.72 -3.18
C 3.13 -2.08 -3.72
C 2.33 -2.87 -2.67
N 1.55 -1.82 -2.04
H 3.39 0.09 -3.66
H 4.16 -2.42 -3.79
H 2.66 -2.14 -4.70
H 2.99 -3.35 -1.94
H 1.69 -3.63 -3.11
H 0.84 -1.93 -1.32
O -3.85 1.20 -2.50
Cl -3.08 1.58 -1.37
O -1.71 2.01 -1.77
O -3.72 2.54 -0.56
O -2.74 0.34 -0.56
S -2.25 -2.00 -4.30
C -1.42 -0.61 -4.86
C -0.91 0.07 -3.81
N -1.15 -0.50 -2.58
C -1.85 -1.59 -2.70
H -1.38 -0.35 -5.90
H -0.36 1.00 -3.85
H -2.16 -2.18 -1.85
```

The HOMO energy comes out at -8.638 eV. Its maximum force is 0.739 eV/A. As for the LUMO energy: -0.04 eV. As for the total charge: 0. The energy comes out at -5037.037928 a.u. The calculation puts the energy above the lowest of the compared OMol25 structures with the same formula, charge and spin at 4.2 kcal/mol. The orbital gap comes out at 0.3158 hartree.

---

Entry 9:
Below is C18H18BBr33O4 as an isolated structure, with properties calculated with ωB97M-V/def2-TZVPD.

XYZ file:
```
74
Properties=species:S:1:pos:R:3
C 0.25 -0.76 -2.70
O 0.00 0.39 -1.85
B -1.04 1.24 -2.43
O -0.73 2.60 -2.75
C -2.50 0.56 -2.63
C -2.83 0.07 -3.93
C -4.27 -0.64 -4.03
O -5.05 -0.45 -4.99
C -4.64 -1.55 -2.76
C -4.33 -1.05 -1.46
C -3.59 0.38 -1.45
O -3.83 1.28 -0.63
H 1.05 -1.39 -2.15
H -0.65 -1.45 -2.85
H 0.61 -0.44 -3.74
H 0.23 2.70 -2.61
H -2.11 0.13 -4.81
H -5.14 -2.57 -2.87
H -4.53 -1.61 -0.50
C 3.03 3.05 -0.71
Br 1.71 4.48 -0.73
Br 2.45 1.55 0.37
Br 3.52 2.50 -2.50
H 3.93 3.45 -0.24
C 5.73 -1.09 0.07
Br 6.08 -0.14 -1.58
Br 5.61 0.11 1.59
Br 4.17 -2.23 -0.06
H 6.59 -1.74 0.25
C 1.67 1.73 4.77
Br 1.31 3.29 3.67
Br 1.29 0.08 3.82
Br 3.47 1.76 5.48
H 0.99 1.78 5.61
C 3.62 -6.36 -1.14
Br 2.31 -4.93 -1.15
Br 3.03 -7.85 -0.05
Br 4.10 -6.91 -2.93
H 4.52 -5.96 -0.68
C 3.25 5.65 6.68
Br 5.03 6.34 7.00
Br 2.12 5.84 8.25
Br 2.44 6.45 5.11
H 3.35 4.59 6.49
C -2.96 5.83 -3.39
Br -4.27 7.25 -3.41
Br -3.54 4.32 -2.32
Br -2.46 5.28 -5.19
H -2.06 6.23 -2.93
C 0.22 -2.92 6.17
Br -0.75 -3.95 7.49
Br 2.14 -3.01 6.46
Br -0.26 -3.42 4.36
H -0.07 -1.87 6.30
C -4.77 -0.61 -8.80
Br -5.11 0.96 -9.90
Br -5.17 -2.25 -9.75
Br -2.96 -0.60 -8.10
H -5.44 -0.55 -7.95
C -3.81 -5.85 2.84
Br -2.59 -7.02 1.89
Br -3.14 -5.41 4.61
Br -4.22 -4.25 1.81
H -4.74 -6.39 2.97
C 4.98 2.39 -6.34
Br 6.12 3.84 -5.73
Br 5.17 0.82 -5.21
Br 3.13 2.94 -6.50
H 5.32 2.11 -7.33
C -2.10 -1.42 10.36
Br -1.75 -0.47 8.71
Br -2.22 -0.22 11.88
Br -3.66 -2.56 10.22
H -1.24 -2.07 10.54
```

The HOMO energy comes out at -9.894 eV. Its maximum force is 4.118 eV/A. As for the LUMO energy: -1.11 eV. As for the total charge: 0. The energy comes out at -85964.795537 a.u. The orbital gap comes out at 0.3229 hartree.

---

Entry 10:
Below is C18H18BrN5OReSbSe4 as an isolated structure, with properties calculated with ωB97M-V/def2-TZVPD.

XYZ file:
```
49
Properties=species:S:1:pos:R:3
Re -0.45 0.06 0.78
Se -1.55 4.56 -1.81
Sb -3.59 5.40 -1.28
Se -1.49 2.13 1.11
Se -3.49 1.81 -0.01
Se -4.83 3.69 0.25
Br 1.80 -0.24 3.60
C 2.18 1.02 2.38
C 3.38 1.68 2.58
C 3.82 2.64 1.68
C 2.93 3.03 0.68
C 1.69 2.33 0.54
N 1.33 1.29 1.40
H 4.00 1.30 3.43
H 4.85 3.13 1.72
H 3.24 3.79 -0.05
H 1.09 2.62 -0.26
N -3.82 -2.25 -0.30
C -3.05 -1.75 0.62
O -2.25 -0.74 0.22
C -3.03 -2.17 2.01
C -1.90 -1.60 2.55
N -0.89 -1.05 2.67
C -3.95 -3.01 2.72
N -4.73 -3.75 3.18
H -3.82 -1.80 -1.20
H -4.55 -2.94 -0.06
C 1.30 -2.58 1.12
N 0.69 -1.66 0.15
C -0.19 -2.51 -0.76
C 1.84 -1.11 -0.66
C 1.32 -0.08 -1.60
C 1.79 0.02 -2.89
C 0.97 0.64 -3.82
C -0.20 1.31 -3.41
C -0.53 1.39 -2.07
C 0.09 0.47 -1.14
H 0.54 -3.12 1.71
H 2.15 -2.18 1.69
H 1.64 -3.31 0.48
H -0.88 -3.09 -0.24
H 0.53 -3.15 -1.22
H -0.58 -1.74 -1.34
H 2.20 -1.93 -1.27
H 2.60 -0.74 0.02
H 2.75 -0.47 -3.14
H 1.23 0.81 -4.92
H -0.72 1.96 -4.08
H -1.47 1.90 -1.78
```

The HOMO energy (alpha / beta) comes out at -13.647 / -13.647 eV. Its maximum force is 4.055 eV/A. As for the LUMO energy (alpha / beta): -8.66 / -8.65 eV. As for the total charge: +2. The energy comes out at -13543.366074 a.u. The calculation puts the energy above the lowest of the compared OMol25 structures with the same formula, charge and spin at 0.0 kcal/mol. The orbital gap (alpha / beta) comes out at 0.1832 / 0.1835 hartree.

---

Among the records above, which one has the highest total charge?
C18H18BrN5OReSbSe4